Here is a 2-piece molecular cluster, C5H12N2O overall at a distorted geometry from OMol25. Energies are from ωB97M-V/def2-TZVPD.

Each line ends with the Mulliken charge.
Atoms and positions in Å:
H1 -2.4086 0.5070 -2.3459  0.37
N1 1.0844 0.3952 2.9742  -0.68
H2 -1.5150 -1.0588 -2.3953  0.30
C1 0.3166 -0.4432 2.0923  0.19
C2 0.8218 -0.5663 0.6816  -0.84
H3 1.8354 -0.1346 3.4105  0.23
H4 0.6982 -1.5275 0.2010  0.22
N2 0.8784 0.1198 -2.5190  -0.44
H5 -0.2954 1.7181 -1.9661  0.33
H6 0.9394 -0.8834 -2.5087  0.22
C3 -1.5051 -0.0228 -2.0938  -1.07
O1 -1.6936 -0.2418 0.6502  -0.65
C4 -0.4972 0.2481 1.0434  -0.16
H7 1.7246 -0.0275 0.4305  0.28
H8 -1.7578 -0.1344 -0.4691  0.34
H9 1.7116 0.5968 -2.2062  0.26
H10 0.5036 0.7947 3.7045  0.23
H11 -0.1577 -1.3315 2.5148  0.32
C5 -0.3238 0.6640 -2.1632  0.21
H12 -0.3601 1.3281 0.9643  0.34

Cartesian forces, eV/Å:
H -0.3 0.3 0.5
N 0.1 0.1 0.2
H 0.1 -0.3 0.1
C -0.4 0.0 0.0
C -0.9 0.5 0.4
H -0.2 0.2 -0.1
H -0.2 0.0 -0.1
N -0.1 0.4 0.5
H 0.0 0.4 -0.1
H 0.0 -0.1 -0.1
C 0.8 0.5 -1.2
O -1.1 -0.2 -2.5
C 2.0 -0.2 -0.8
H 0.0 0.1 0.1
H 0.5 -0.3 3.3
H -0.1 -0.1 0.0
H 0.1 -0.1 0.0
H 0.0 0.1 -0.1
C -0.5 -1.0 -0.3
H 0.1 -0.1 0.2

Gap between HOMO and LUMO ... 9.2203 eV
LUMO ... 0.95 eV
SMILES string ... N[C@@H]1C[C@H]1O.C=CN